Record 1
{
  "formula": "C20H25N5OPtS2",
  "method": "wB97M-V/def2-TZVPD",
  "symbols": ["Pt", "C", "N", "C", "C", "N", "C", "C", "C", "C", "C", "C", "C", "S", "C", "C", "C", "C", "C", "C", "S", "H", "H", "H", "H", "H", "H", "H", "H", "H", "H", "H", "H", "H", "H", "H", "H", "H", "H", "C", "N", "C", "C", "O", "N", "C", "N", "H", "H", "H", "H", "H", "H", "H"],
  "coordinates": [[-1.05109, -0.69731, -1.25410], [1.30182, -0.66076, -3.45226], [1.32058, -0.42829, -1.99813], [1.73027, 0.92966, -1.67067], [0.52516, 1.87779, -1.69206], [-0.48904, 1.56994, -0.63785], [0.06967, 1.73762, 0.70316], [-1.73472, 2.29646, -0.87542], [-2.01862, 3.47625, -0.19701], [-3.22893, 4.13651, -0.38143], [-4.16402, 3.59938, -1.25405], [-3.86644, 2.43526, -1.95487], [-2.64204, 1.78643, -1.80422], [-2.28876, 0.41040, -2.86405], [1.96049, -1.50431, -1.31992], [3.27422, -1.41598, -0.85441], [3.87444, -2.47372, -0.18367], [3.15976, -3.65024, 0.00779], [1.85390, -3.75594, -0.46099], [1.21602, -2.70262, -1.13476], [-0.45654, -2.94338, -1.68205], [2.31416, -0.56622, -3.87010], [0.64073, 0.06826, -3.92678], [0.91540, -1.65616, -3.65616], [2.48706, 1.30885, -2.36888], [2.17337, 0.93477, -0.67638], [0.01582, 1.83053, -2.65315], [0.90315, 2.89857, -1.55461], [0.67502, 2.64715, 0.78076], [0.69884, 0.88748, 0.95192], [-0.73671, 1.78703, 1.43022], [-1.28934, 3.89249, 0.49216], [-3.43056, 5.05756, 0.15267], [-5.12836, 4.07897, -1.38807], [-4.59541, 1.99529, -2.62618], [3.84667, -0.51253, -1.03435], [4.89682, -2.38331, 0.16578], [3.61398, -4.48686, 0.52655], [1.28669, -4.66880, -0.30255], [0.14141, -1.23966, 4.58477], [-0.52516, -1.05068, 3.31490], [-1.93803, -0.77026, 3.17556], [-2.09661, -0.71454, 1.65549], [-3.10734, -0.38350, 1.09899], [-0.86789, -1.08913, 1.07330], [-0.01841, -1.26511, 2.08788], [1.26228, -1.58877, 1.89987], [-0.22388, -0.49879, 5.29278], [1.21469, -1.08706, 4.47801], [-0.03627, -2.23330, 5.00113], [-2.22539, 0.16744, 3.64781], [-2.55717, -1.57613, 3.57783], [1.51686, -1.89223, 0.96709], [1.82744, -1.91457, 2.66268]],
  "nbo_charge": [0.6710, -0.4184, -0.5236, -0.2209, -0.2346, -0.4815, -0.4219, 0.1925, -0.2607, -0.2322, -0.2011, -0.2164, -0.1966, -0.1773, 0.2017, -0.2777, -0.2423, -0.2409, -0.2324, -0.2436, -0.1327, 0.1695, 0.2157, 0.2340, 0.1914, 0.2026, 0.2402, 0.1863, 0.1855, 0.2118, 0.2173, 0.2065, 0.2115, 0.2137, 0.2251, 0.2152, 0.2158, 0.2166, 0.2279, -0.4055, -0.4066, -0.3237, 0.6628, -0.5413, -0.6724, 0.6535, -0.7955, 0.2187, 0.2063, 0.2029, 0.2252, 0.2253, 0.4502, 0.4029],
  "charge": 0,
  "fmax_ev_per_a": 2.26,
  "orbital_gap_ev": [6.721, 6.697],
  "e_homo_ev": [-6.685, -6.661]
}

Record 2
{
  "formula": "C20H25NO3",
  "method": "wB97M-V/def2-TZVPD",
  "symbols": ["C", "C", "O", "C", "O", "C", "C", "C", "C", "C", "C", "C", "C", "C", "N", "C", "C", "C", "C", "C", "C", "O", "C", "C", "H", "H", "H", "H", "H", "H", "H", "H", "H", "H", "H", "H", "H", "H", "H", "H", "H", "H", "H", "H", "H", "H", "H", "H", "H"],
  "coordinates": [[6.61927, -3.68277, -1.24660], [5.82970, -4.44471, -2.36418], [4.50485, -3.89842, -2.50865], [3.57638, -4.45289, -1.84820], [3.65746, -5.16376, -0.90143], [2.27670, -4.25928, -2.63347], [1.60364, -2.96291, -2.17992], [0.25772, -2.90681, -2.32513], [-0.54571, -1.81120, -1.84100], [0.08279, -0.64704, -1.29565], [-0.84802, 0.31935, -0.80840], [-1.79189, 1.06905, -0.48997], [-2.82512, 1.96015, -0.02713], [-2.13223, 3.29660, 0.06112], [-2.41409, 3.89819, 1.35909], [-3.86505, 4.01560, 1.60235], [-4.55074, 2.64100, 1.63372], [-3.51170, 1.60594, 1.33941], [-2.54694, 1.65477, 2.52942], [-1.84870, 3.00507, 2.42876], [-1.96345, 3.63133, 3.84964], [-1.23104, 4.77435, 3.68093], [1.45017, -0.60533, -1.15837], [2.19720, -1.71246, -1.69160], [6.01841, -3.62362, -0.33299], [7.51584, -4.33689, -0.92504], [6.84633, -2.70565, -1.52028], [6.37544, -4.56167, -3.31157], [5.74584, -5.48796, -2.05405], [2.28781, -4.56464, -3.72061], [1.67557, -5.19093, -2.27578], [-0.24737, -3.67671, -2.87847], [-1.62918, -1.84646, -1.97392], [-3.54756, 2.04474, -0.84058], [-1.07309, 3.28731, -0.19844], [-2.55520, 3.98538, -0.67094], [-4.22722, 4.56045, 0.74055], [-4.21557, 4.61317, 2.46931], [-5.37025, 2.64249, 0.88044], [-4.98152, 2.55739, 2.60447], [-4.02988, 0.59131, 1.28746], [-3.03143, 1.62382, 3.45713], [-1.68274, 0.93883, 2.43366], [-0.80196, 2.83541, 2.28561], [-2.95043, 3.95491, 4.05478], [-1.63563, 3.06452, 4.71470], [-1.61918, 5.32067, 2.96370], [1.96548, 0.23121, -0.71292], [3.18627, -1.58091, -1.64093]],
  "nbo_charge": [-0.6289, -0.0868, -0.4986, 0.8098, -0.5909, -0.5338, -0.0169, -0.1912, -0.1615, -0.1246, -0.0372, 0.0335, -0.3357, -0.2046, -0.4502, -0.2408, -0.4348, -0.1929, -0.4401, -0.0698, -0.0637, -0.7328, -0.1757, -0.1848, 0.2253, 0.2163, 0.2083, 0.1972, 0.1963, 0.2465, 0.2389, 0.2055, 0.2220, 0.2369, 0.2266, 0.1998, 0.1986, 0.2059, 0.2077, 0.2091, 0.2256, 0.2039, 0.2263, 0.2101, 0.1510, 0.1897, 0.4832, 0.2241, 0.1985],
  "charge": 0,
  "fmax_ev_per_a": 5.13,
  "orbital_gap_ev": 9.052,
  "e_homo_ev": -8.330
}

Record 3
{
  "formula": "C20H25NO3S",
  "method": "wB97M-V/def2-TZVPD",
  "symbols": ["C", "C", "O", "C", "C", "C", "C", "S", "O", "O", "N", "C", "C", "C", "C", "C", "C", "C", "C", "C", "C", "C", "C", "C", "C", "H", "H", "H", "H", "H", "H", "H", "H", "H", "H", "H", "H", "H", "H", "H", "H", "H", "H", "H", "H", "H", "H", "H", "H", "H"],
  "coordinates": [[-1.26208, 6.30689, -1.32122], [-1.43179, 5.80041, 0.10748], [-0.38017, 4.94097, 0.50711], [-0.33791, 3.66268, 0.06541], [-1.31448, 3.04298, -0.68301], [-1.16660, 1.70308, -1.06011], [-0.05838, 0.99009, -0.70801], [0.02427, -0.71665, -1.21517], [-1.18012, -1.02176, -1.94271], [1.27322, -1.02305, -1.85066], [0.06985, -1.49203, 0.27370], [-1.18658, -1.57110, 0.98454], [-2.11581, -2.67680, 0.45050], [-1.38623, -3.98491, 0.44208], [-0.75800, -4.46043, -0.62881], [0.03393, -5.72064, -0.48581], [0.96778, -5.61253, 0.73162], [0.25435, -5.05307, 1.97561], [-1.23235, -4.75858, 1.71884], [0.97367, 1.57633, 0.05375], [2.13403, 0.87308, 0.43062], [3.10561, 1.48564, 1.17479], [2.96152, 2.82142, 1.57433], [1.84739, 3.53089, 1.21840], [0.82933, 2.93140, 0.45160], [-2.06174, 7.00254, -1.55983], [-1.28439, 5.48451, -2.03166], [-0.30791, 6.81827, -1.41935], [-2.40361, 5.31032, 0.23898], [-1.37233, 6.63855, 0.80755], [-2.20685, 3.56405, -0.98936], [-1.93038, 1.21365, -1.64401], [0.49114, -2.40697, 0.16014], [-1.66518, -0.59441, 0.88490], [-0.95899, -1.74296, 2.04179], [-2.40893, -2.41162, -0.56525], [-3.00485, -2.72854, 1.08206], [-0.79285, -3.95733, -1.58300], [0.61914, -5.92361, -1.38254], [-0.64862, -6.56294, -0.33239], [1.80007, -4.95836, 0.46477], [1.38551, -6.59780, 0.94487], [0.73678, -4.12383, 2.28559], [0.33691, -5.75501, 2.80717], [-1.76886, -5.70814, 1.62951], [-1.65332, -4.21515, 2.56581], [2.23803, -0.14784, 0.10432], [3.99433, 0.94113, 1.45735], [3.73781, 3.28901, 2.16180], [1.72599, 4.56094, 1.51457]],
  "nbo_charge": [-0.6391, -0.0634, -0.5046, 0.4449, -0.3653, -0.1353, -0.3890, 2.3095, -0.9557, -0.9419, -0.8702, -0.2213, -0.4581, 0.0135, -0.2067, -0.4446, -0.3939, -0.3920, -0.4518, 0.0475, -0.1966, -0.1972, -0.2129, -0.1723, -0.1484, 0.2180, 0.2154, 0.2175, 0.1735, 0.1963, 0.2221, 0.2471, 0.4123, 0.2144, 0.1997, 0.2448, 0.2113, 0.2191, 0.2192, 0.2038, 0.2007, 0.2071, 0.1961, 0.2082, 0.2132, 0.2106, 0.2385, 0.2151, 0.2142, 0.2266],
  "charge": 0,
  "fmax_ev_per_a": 1.03,
  "orbital_gap_ev": 8.612,
  "e_homo_ev": -8.288
}

Record 4
{
  "formula": "C20H26AsNO4PS7Tc",
  "method": "wB97M-V/def2-TZVPD",
  "symbols": ["Tc", "S", "C", "S", "S", "C", "C", "C", "C", "N", "C", "C", "C", "C", "C", "C", "C", "H", "H", "H", "H", "H", "H", "H", "H", "S", "As", "S", "S", "S", "C", "C", "C", "C", "O", "P", "O", "O", "O", "C", "C", "C", "C", "H", "H", "H", "H", "H", "H", "H", "H", "H", "H", "H", "H", "H", "H", "H", "H", "H", "H"],
  "coordinates": [[-0.97572, -1.27931, 0.94942], [-3.79178, 1.49563, 3.43302], [-2.85209, 0.39287, 2.71101], [-1.60348, -0.59096, 3.24173], [-2.98894, 0.30101, 0.81644], [-1.94335, -5.59516, 1.41659], [-0.69866, -6.20380, 1.42549], [0.41551, -5.39337, 1.42605], [0.28115, -4.00924, 1.38608], [-0.93746, -3.41302, 1.31717], [-2.01100, -4.22030, 1.36529], [1.39147, -3.07652, 1.50061], [2.71867, -3.44451, 1.72158], [3.66262, -2.47448, 1.99755], [3.26643, -1.14562, 2.09822], [1.95044, -0.78417, 1.85320], [0.99254, -1.73450, 1.49977], [-2.85903, -6.16749, 1.44151], [-0.60215, -7.28078, 1.44905], [1.40451, -5.82506, 1.46693], [-2.98379, -3.76063, 1.37722], [3.01132, -4.48689, 1.69893], [4.69521, -2.75202, 2.16472], [3.98925, -0.38774, 2.37685], [1.65806, 0.25237, 1.95525], [-3.06702, -3.93327, -2.41705], [-2.74540, -1.93122, -2.07118], [-0.53516, -1.65454, -1.28680], [-3.32805, -1.62966, 0.48293], [-3.53365, -0.47295, -3.28620], [-1.49410, 3.83685, 0.05160], [-1.95293, 3.25856, -1.28176], [-3.46988, 3.23919, -1.39503], [-1.35354, 4.02235, -2.45558], [-1.55340, 1.84203, -1.38544], [-0.22941, 1.14785, -0.96096], [-0.18289, -0.11210, -1.93337], [-0.13479, 0.70087, 0.46532], [0.88983, 2.12183, -1.42646], [2.33050, 2.05529, -1.13907], [2.84405, 0.63536, -1.32760], [2.95302, 2.99472, -2.16146], [2.56237, 2.56251, 0.27824], [-1.85189, 4.86084, 0.14999], [-0.40372, 3.83631, 0.11706], [-1.89354, 3.25910, 0.88627], [-3.84730, 4.25900, -1.46954], [-3.91914, 2.76518, -0.52395], [-3.76297, 2.68130, -2.28349], [-1.68388, 5.06025, -2.41551], [-1.68683, 3.58459, -3.39740], [-0.26683, 3.99835, -2.42590], [2.61189, 0.27345, -2.33011], [2.40761, -0.04219, -0.59330], [3.92544, 0.62205, -1.19509], [2.72674, 2.65308, -3.17181], [4.03397, 3.02125, -2.02837], [2.55636, 4.00308, -2.03779], [1.99387, 1.96908, 0.99163], [2.24939, 3.60443, 0.36273], [3.62151, 2.49081, 0.52481]],
  "nbo_charge": [-0.0015, 0.0164, -0.5302, 0.0888, 0.3530, -0.2526, -0.1348, -0.2299, 0.2063, -0.3958, 0.0849, -0.0769, -0.1869, -0.2422, -0.1832, -0.2581, -0.1062, 0.2333, 0.2250, 0.2243, 0.2131, 0.2047, 0.2142, 0.2100, 0.2191, -0.5352, 0.8716, 0.5220, -0.0143, -0.4952, -0.6502, 0.2998, -0.6291, -0.6390, -0.8425, 2.6747, -0.9576, -1.0560, -0.8486, 0.2939, -0.6554, -0.6221, -0.6408, 0.2293, 0.2145, 0.2273, 0.2171, 0.2227, 0.2349, 0.2187, 0.2253, 0.2232, 0.2261, 0.2335, 0.2275, 0.2222, 0.2206, 0.2160, 0.2329, 0.2151, 0.2226],
  "charge": 0,
  "fmax_ev_per_a": 1.36,
  "orbital_gap_ev": 6.583,
  "e_homo_ev": -7.815
}

Record 5
{
  "formula": "C20H26BN5ReSe2Si",
  "method": "wB97M-V/def2-TZVPD",
  "symbols": ["Re", "Se", "Se", "C", "C", "C", "C", "C", "N", "C", "C", "C", "C", "C", "N", "H", "H", "H", "H", "H", "H", "H", "H", "C", "C", "C", "C", "C", "C", "N", "N", "Si", "C", "C", "C", "H", "H", "H", "H", "H", "H", "H", "H", "H", "H", "H", "H", "H", "H", "H", "B", "C", "N", "H", "H", "H"],
  "coordinates": [[-0.12885, -0.03843, 0.09244], [0.10352, 1.43674, -2.01755], [2.41215, 1.73330, -1.84789], [2.89304, 0.39345, -0.55441], [4.25720, 0.21603, -0.38711], [4.71062, -0.76786, 0.47266], [3.78022, -1.59015, 1.10516], [2.44499, -1.35855, 0.89967], [1.98558, -0.34995, 0.11367], [-0.32520, 2.71009, -0.59823], [-0.69597, 4.02093, -0.75151], [-0.94731, 4.75152, 0.41127], [-0.79430, 4.14207, 1.64749], [-0.42069, 2.80853, 1.70746], [-0.19772, 2.10430, 0.59300], [4.94654, 0.83681, -0.94484], [5.77108, -0.90298, 0.63874], [4.09252, -2.39619, 1.75314], [1.69404, -1.97074, 1.37669], [-0.79575, 4.45887, -1.73530], [-1.26212, 5.78467, 0.34777], [-0.96897, 4.68619, 2.56484], [-0.29380, 2.28557, 2.64846], [-3.71262, 1.39621, 0.53524], [-3.48201, -0.05179, 0.23275], [-4.50879, -0.98498, 0.28263], [-4.24177, -2.32050, 0.01299], [-2.96832, -2.72413, -0.35677], [-1.98350, -1.75304, -0.42011], [-2.24988, -0.45761, -0.09357], [-0.63642, -1.86897, -0.68075], [0.04813, -2.99393, -1.90650], [-1.26538, -3.17182, -3.23673], [0.57640, -4.58845, -1.07166], [1.59610, -2.15998, -2.60706], [-4.55517, 1.77373, -0.04246], [-2.83159, 1.98825, 0.29216], [-3.94769, 1.52758, 1.59288], [-5.50479, -0.66383, 0.55188], [-5.03026, -3.05666, 0.09713], [-2.72902, -3.76218, -0.53565], [-2.12557, -3.75108, -2.90546], [-0.85022, -3.68084, -4.10853], [-1.62420, -2.19331, -3.56487], [-0.25910, -5.13927, -0.63753], [1.30984, -4.39674, -0.28636], [1.04822, -5.23234, -1.81772], [1.72269, -1.12533, -2.28508], [1.56208, -2.14989, -3.69824], [2.49647, -2.70483, -2.31739], [-0.04065, -0.30054, 4.64595], [-0.19395, -0.45389, 3.15660], [-0.27002, -0.48931, 1.98526], [-0.32393, 0.84103, 4.90718], [-0.70930, -1.09514, 5.24904], [1.09640, -0.58387, 4.93629]],
  "nbo_charge": [1.4037, 0.4377, 0.3352, 0.0953, -0.2753, -0.0506, -0.2235, 0.0852, -0.5488, 0.0664, -0.2404, -0.0779, -0.2151, 0.1047, -0.5405, 0.2614, 0.2626, 0.2673, 0.2426, 0.2684, 0.2640, 0.2703, 0.2562, -0.6495, 0.2802, -0.2488, -0.0838, -0.2689, 0.3864, -0.5249, -0.9149, 1.7614, -1.1260, -1.1212, -1.1204, 0.2595, 0.1984, 0.2579, 0.2514, 0.2521, 0.2496, 0.2536, 0.2704, 0.2451, 0.2548, 0.2421, 0.2664, 0.1995, 0.2683, 0.2569, -0.6586, 0.5679, -0.7097, 0.0637, 0.1000, 0.0921],
  "charge": 2,
  "s2": 0.766,
  "fmax_ev_per_a": 1.63,
  "orbital_gap_ev": [5.019, 5.453],
  "e_homo_ev": [-14.159, -14.311],
  "multiplicity": 2
}

Number 1: calculated total energy -2041.84642 hartree. Number 2: calculated total energy -1057.41669 hartree. Number 3: calculated total energy -1455.75627 hartree. Number 4: calculated total energy -6578.85445 hartree. Number 5: calculated total energy -6246.46441 hartree.